Computed, not measured: C14H17N5OReS as an isolated structure, with ωB97M-V/def2-TZVPD.

- total energy (Eh) = -1367.55311
- ⟨S²⟩ = 0.940
- ΔE to the lowest compared entry with this formula, charge and spin (kcal/mol) = 9.1
- 2S+1 = 2
- largest force on an atom (eV Å⁻¹) = 1.63
- gap between HOMO and LUMO (alpha / beta) (eV) = 6.33 / 6.49
- net charge = +4

Each line ends with the Löwdin charge.
Cartesian coordinates (Å):
Re1 0.569 -0.131 0.087  1.500
C1 -0.701 4.094 -0.350  0.054
C2 -0.537 2.625 -0.342  -0.176
N1 0.576 1.980 -0.145  -0.118
N2 1.774 2.664 -0.119  0.061
C3 2.894 1.988 -0.373  -0.619
N3 4.055 2.558 -0.475  0.243
S1 2.740 0.232 -0.600  0.861
C4 -1.632 1.708 -0.669  -0.175
C5 -2.890 2.105 -1.042  0.098
C6 -3.810 1.146 -1.508  0.096
C7 -3.436 -0.185 -1.564  0.058
C8 -2.165 -0.541 -1.135  -0.023
N4 -1.283 0.376 -0.689  -0.075
H1 0.078 4.643 0.175  0.105
H2 -1.654 4.377 0.101  0.127
H3 -0.747 4.473 -1.380  0.150
H4 1.764 3.679 -0.067  0.182
H5 4.206 3.560 -0.369  0.182
H6 4.902 2.031 -0.682  0.168
H7 -3.177 3.147 -0.994  0.152
H8 -4.799 1.453 -1.831  0.162
H9 -4.114 -0.950 -1.921  0.156
H10 -1.862 -1.582 -1.146  0.136
O1 0.090 -0.494 2.167  -0.131
C9 0.415 -1.828 2.681  -0.057
C10 0.596 -2.750 1.534  -0.220
C11 0.595 -4.117 1.690  0.067
C12 0.763 -4.929 0.572  0.090
C13 0.892 -4.344 -0.697  0.039
C14 0.909 -2.980 -0.782  -0.082
N5 0.751 -2.171 0.314  -0.130
H11 -0.029 0.120 2.914  0.172
H12 -0.390 -2.178 3.330  0.172
H13 1.326 -1.784 3.284  0.172
H14 0.452 -4.549 2.673  0.161
H15 0.803 -6.007 0.682  0.159
H16 1.012 -4.946 -1.587  0.152
H17 1.068 -2.490 -1.738  0.130


Computed, not measured: C14H17N7O7PS4W as an isolated structure, with ωB97M-V/def2-TZVPD.

- total energy (Eh) = -3454.84991
- ⟨S²⟩ = 0.796
- ΔE to the lowest compared entry with this formula, charge and spin (kcal/mol) = 82.0
- 2S+1 = 2
- largest force on an atom (eV Å⁻¹) = 3.12
- gap between HOMO and LUMO (alpha / beta) (eV) = 6.24 / 6.69
- net charge = 0

Each line ends with the Löwdin charge.
Cartesian coordinates (Å):
W1 -0.574 0.807 1.198  1.469
N1 -3.828 3.888 1.167  0.117
C1 -3.108 2.759 1.175  -0.782
S1 -2.213 2.368 2.609  0.831
N2 -3.190 1.966 0.130  0.012
N3 -2.384 0.891 0.116  -0.185
C2 -2.682 -0.064 -0.761  -0.077
C3 -1.897 -1.233 -0.729  -0.292
C4 -2.168 -2.358 -1.528  0.009
C5 -1.522 -3.538 -1.273  -0.029
C6 -0.607 -3.592 -0.212  -0.026
C7 -0.295 -2.431 0.457  -0.145
N4 -0.869 -1.241 0.191  -0.083
H1 -3.817 4.479 1.979  0.100
H2 -4.335 4.139 0.335  0.114
H3 -3.534 0.049 -1.418  0.144
H4 -2.908 -2.270 -2.307  0.122
H5 -1.732 -4.414 -1.865  0.115
H6 -0.145 -4.523 0.070  0.113
H7 0.443 -2.426 1.256  0.078
O1 0.871 4.334 1.563  -0.197
S2 0.758 2.974 1.217  0.272
O2 1.811 2.397 0.400  -0.451
O3 0.544 2.017 2.351  -0.531
O4 -0.517 2.631 0.458  -0.583
C8 3.304 -2.892 -2.250  -0.060
C9 2.901 -2.242 -0.939  -0.309
O5 1.828 -1.328 -1.183  -0.398
P1 1.854 0.156 -0.499  0.067
S3 0.254 0.893 -1.481  0.580
S4 1.847 -0.264 1.486  0.567
O6 3.285 0.690 -0.932  -0.307
C10 3.513 1.366 -2.182  -0.266
C11 3.908 2.807 -1.928  -0.058
H8 4.164 -3.537 -2.096  0.078
H9 3.558 -2.132 -2.984  0.075
H10 2.479 -3.485 -2.636  0.074
H11 3.739 -1.702 -0.488  0.104
H12 2.549 -2.994 -0.229  0.105
H13 2.606 1.311 -2.792  0.083
H14 4.314 0.808 -2.676  0.121
H15 3.192 3.247 -1.238  0.062
H16 3.912 3.364 -2.860  0.080
H17 4.895 2.860 -1.481  0.081
O7 -0.638 -0.147 2.855  -0.339
N5 -1.820 -0.534 2.319  -0.164
C12 -2.883 -0.657 3.116  -0.317
C13 -4.057 -1.084 2.470  -0.178
N6 -4.990 -1.454 1.911  0.185
C14 -2.901 -0.422 4.503  -0.186
N7 -2.915 -0.237 5.636  0.203


Computed, not measured: C14H17N8O2STa as an isolated structure, with ωB97M-V/def2-TZVPD.

- total energy (Eh) = -1585.78584
- ΔE to the lowest compared entry with this formula, charge and spin (kcal/mol) = 0.0
- 2S+1 = 1
- largest force on an atom (eV Å⁻¹) = 2.14
- gap between HOMO and LUMO (eV) = 5.73
- net charge = +4

Each line ends with the Löwdin charge.
Cartesian coordinates (Å):
Ta1 -0.010 0.547 -0.309  1.994
N1 1.828 0.440 -1.874  0.018
N2 2.461 1.658 -2.232  0.088
C1 1.835 2.761 -1.847  -0.316
N3 2.202 3.972 -2.152  0.322
N4 0.754 2.387 -1.085  -0.016
N5 -0.130 3.248 -0.489  -0.330
O1 -0.173 4.409 -0.595  0.312
O2 -0.923 2.507 0.191  -0.078
H1 2.492 -0.115 -1.332  0.122
H2 1.629 -0.084 -2.730  0.160
H3 3.297 1.648 -2.810  0.212
H4 3.026 4.157 -2.718  0.186
H5 1.683 4.782 -1.833  0.156
S1 -3.851 -1.319 -1.887  1.273
C2 -4.220 0.294 -1.510  -0.282
C3 -3.138 1.010 -1.024  -0.146
C4 -1.972 0.223 -0.959  -0.313
C5 -2.236 -1.095 -1.420  -0.483
C6 -1.177 -2.070 -1.397  -0.244
C7 -1.289 -3.399 -1.778  0.064
C8 -0.184 -4.235 -1.688  0.072
C9 1.013 -3.717 -1.195  0.027
C10 1.066 -2.388 -0.829  -0.113
N6 0.012 -1.547 -0.932  -0.091
H6 -5.228 0.665 -1.654  0.117
H7 -3.239 2.045 -0.732  0.121
H8 -2.236 -3.782 -2.139  0.145
H9 -0.256 -5.274 -1.986  0.158
H10 1.894 -4.336 -1.085  0.147
H11 1.984 -1.998 -0.400  0.114
C11 1.150 -0.821 4.968  0.082
N7 0.444 -0.247 3.790  -0.051
C12 -0.728 0.496 3.846  0.049
C13 -1.042 0.846 2.588  -0.050
N8 -0.061 0.306 1.720  -0.153
C14 0.820 -0.349 2.541  -0.087
H12 0.530 -0.647 5.841  0.118
H13 2.106 -0.318 5.084  0.121
H14 1.277 -1.889 4.814  0.119
H15 -1.224 0.702 4.782  0.167
H16 -1.882 1.418 2.234  0.130
H17 1.697 -0.892 2.224  0.158


Computed, not measured: one molecule with the formula C14H17NO4, with ωB97M-V/def2-TZVPD.

- total energy (Eh) = -899.44792
- ΔE to the lowest compared entry with this formula, charge and spin (kcal/mol) = 0.8
- 2S+1 = 1
- largest force on an atom (eV Å⁻¹) = 0.73
- gap between HOMO and LUMO (eV) = 9.65
- net charge = 0
- structure (SMILES) = O=C(O)CCC(=O)NC[C@H]1OCCc2ccccc21

Each line ends with the Löwdin charge.
Cartesian coordinates (Å):
O1 3.668 -0.289 -3.322  0.116
C1 2.917 0.396 -2.685  -0.533
O2 3.140 0.668 -1.386  0.085
C2 1.690 1.075 -3.238  -0.079
C3 0.544 1.255 -2.238  -0.089
C4 -0.103 -0.084 -1.902  -0.496
O3 -1.117 -0.476 -2.439  0.067
N1 0.585 -0.810 -0.996  0.090
C5 0.076 -2.032 -0.429  -0.097
C6 -0.290 -1.804 1.050  -0.263
O4 0.948 -1.603 1.716  -0.098
C7 0.841 -0.860 2.906  -0.195
C8 0.389 0.566 2.599  -0.107
C9 -0.926 0.503 1.874  -0.176
C10 -1.824 1.561 1.920  -0.038
C11 -3.044 1.479 1.277  -0.082
C12 -3.387 0.320 0.599  -0.073
C13 -2.502 -0.739 0.552  -0.027
C14 -1.260 -0.651 1.171  -0.132
H1 3.963 0.241 -1.099  0.138
H2 1.354 0.505 -4.106  0.136
H3 2.018 2.057 -3.592  0.133
H4 0.907 1.740 -1.332  0.115
H5 -0.223 1.881 -2.695  0.124
H6 1.364 -0.395 -0.507  0.123
H7 -0.798 -2.325 -1.011  0.122
H8 0.840 -2.812 -0.483  0.132
H9 -0.768 -2.718 1.448  0.162
H10 1.837 -0.878 3.354  0.126
H11 0.130 -1.337 3.595  0.135
H12 0.291 1.144 3.520  0.121
H13 1.141 1.053 1.971  0.122
H14 -1.557 2.454 2.468  0.111
H15 -3.731 2.311 1.312  0.101
H16 -4.343 0.243 0.105  0.104
H17 -2.774 -1.641 0.025  0.120